The following is a quantum chemistry calculation of 2 unconnected molecules or ions with the total composition C4H12, from the Open Molecules 2025 dataset.

Atoms and positions in Å:
H -0.485 1.157 2.416
C 0.571 1.440 2.449
H 1.383 -0.495 1.970
H 2.500 0.816 1.705
H -0.033 -1.387 -3.195
C -1.227 -0.358 -1.706
H 1.142 0.507 0.564
H -2.068 -0.591 -1.062
H -1.578 0.466 -2.329
H -0.491 0.103 -1.043
H 0.910 1.403 3.489
H -0.266 -2.321 -1.763
C 1.450 0.529 1.607
H -1.640 -2.135 -2.830
C -0.774 -1.609 -2.421
H 0.605 2.476 2.149

Cartesian forces, eV/Å:
0.14 -0.14 0.05
-0.15 -0.25 0.40
-0.04 -0.12 0.04
-0.10 0.04 -0.28
-0.31 -0.04 -0.17
-0.27 0.59 0.76
0.19 0.15 -0.08
-0.24 -0.10 0.22
0.08 -0.27 -0.43
0.26 -0.27 -0.14
-0.20 0.02 -0.04
-0.19 0.18 0.20
-0.03 -0.08 0.18
0.24 0.09 -0.27
0.42 -0.17 -0.18
0.19 0.38 -0.26

Results
HOMO, hartree: -0.431
2S+1: 1
ΔE to the lowest compared entry with this formula, charge and spin, kJ/mol: 10.0
SMILES: CC.CC
Largest force on an atom, eV/A: 0.99
Electronic energy, eV: -4342.425

Mulliken atomic charge list, values in e, 2 entries: 0.27, -0.86